Record 1
# C9H27AgN4O7

A structure of composition C9H27AgN4O7 in a non-equilibrium geometry (ωB97M-V/def2-TZVPD, the Open Molecules 2025 dataset).

Cartesian coordinates (Å):
Ag -16.814 -9.267 -19.316
C -18.476 -9.223 -23.506
C -17.413 -9.066 -22.446
C -16.333 -8.054 -22.833
O -17.943 -8.691 -21.201
H -18.118 -9.806 -24.362
H -18.822 -8.239 -23.816
H -19.324 -9.896 -23.347
H -16.930 -10.044 -22.301
H -16.772 -7.065 -22.955
H -15.896 -8.347 -23.791
H -15.551 -8.050 -22.075
C -15.210 -12.010 -19.343
C -16.581 -12.446 -19.879
O -17.539 -11.495 -19.392
O -14.817 -10.669 -19.693
H -14.424 -12.671 -19.715
H -15.169 -12.118 -18.257
H -16.701 -13.507 -19.657
H -16.497 -12.347 -20.967
H -18.348 -11.734 -19.865
H -13.950 -10.742 -20.100
C -19.584 -7.036 -16.338
C -18.980 -7.169 -17.726
O -18.596 -8.507 -17.998
O -20.783 -7.789 -16.305
H -19.811 -5.970 -16.233
H -18.816 -7.281 -15.603
H -18.202 -6.432 -17.931
H -19.728 -6.779 -18.429
H -19.401 -9.028 -17.878
H -21.094 -7.878 -15.400
C -16.957 -10.231 -15.947
O -16.254 -10.047 -16.954
N -17.689 -11.341 -15.791
N -17.059 -9.355 -14.926
H -18.210 -11.583 -14.966
H -17.580 -12.139 -16.394
H -17.318 -9.721 -14.028
H -16.656 -8.436 -14.950
C -14.289 -7.419 -18.098
O -15.204 -7.755 -18.864
N -13.508 -8.321 -17.451
N -14.021 -6.122 -17.862
H -12.523 -8.176 -17.613
H -13.913 -9.248 -17.474
H -14.573 -5.447 -18.365
H -13.335 -5.748 -17.233

Its calculated total energy is -34056.5286 eV. As for the spin multiplicity: 2. Its total charge is +1. The value obtained for the HOMO-LUMO gap (spin up / spin down) is 0.371 / 0.283 hartree.

Record 2
# C18H18ClNO3

An isolated molecule of C18H18ClNO3 in a non-equilibrium geometry (ωB97M-V/def2-TZVPD, the Open Molecules 2025 dataset).

Cartesian coordinates (Å):
O 1.685 0.015 2.740
C 2.133 0.606 1.718
C 3.320 0.110 0.901
C 4.360 -0.799 1.557
C 5.588 -0.866 0.646
C 5.763 -0.087 -0.502
Cl 7.201 -0.346 -1.531
C 4.766 1.044 -0.876
C 3.897 1.440 0.340
C 2.653 2.310 0.420
O 2.378 3.134 -0.462
N 1.747 1.901 1.379
C 0.366 2.314 1.459
C -0.661 1.267 1.001
C -2.047 1.786 1.275
C -3.114 0.792 0.861
C -4.322 0.621 1.562
C -5.236 -0.304 1.075
C -4.958 -1.039 -0.063
C -3.776 -0.886 -0.777
C -2.814 -0.005 -0.244
C -1.447 0.015 -0.879
O -0.537 0.991 -0.392
H 2.876 -0.419 0.049
H 3.928 -1.814 1.648
H 4.629 -0.368 2.537
H 6.293 -1.677 0.888
H 4.128 0.718 -1.736
H 5.299 1.913 -1.232
H 4.610 1.891 0.990
H 0.138 2.542 2.489
H 0.208 3.245 0.863
H -0.516 0.319 1.527
H -2.179 1.954 2.401
H -2.207 2.721 0.713
H -4.524 1.250 2.428
H -6.177 -0.478 1.583
H -5.710 -1.742 -0.404
H -3.507 -1.500 -1.619
H -1.532 0.097 -1.956
H -1.008 -0.966 -0.681

The SMILES is O=C1[C@@H]2CC=C(Cl)C[C@H]2C(=O)N1C[C@H]1Cc2ccccc2CO1. Its calculated total energy is -39112.7300 eV. As for the spin multiplicity: 1. Its total charge is 0. The value obtained for the HOMO-LUMO gap is 0.361 hartree.